Entry 1:
Below is a structure of composition C38H42Cl3N4O2SbSe5Ti, with properties calculated with wB97M-V/def2-TZVPD.

For the electronic energy, the calculation gives -444100.456 eV. As for the orbital gap: 5.13 eV. The relative energy (zero: lowest compared OMol25 entry of this formula, charge and spin) comes out at 3.350 eV.

```
! RIJCOSX wB97M-V def2-TZVPD def2/J DEFGRID3
* xyz -2 1
Ti 1.25 -0.20 1.99
Cl 5.88 -0.88 -3.42
C 4.71 -1.12 -2.13
C 4.19 -0.02 -1.47
C 3.29 -0.23 -0.45
Cl 2.59 1.17 0.35
C 2.88 -1.51 0.00
O 2.11 -1.72 1.00
C 3.45 -2.57 -0.74
Cl 2.99 -4.19 -0.28
C 4.34 -2.40 -1.78
H 4.48 0.99 -1.75
H 4.75 -3.25 -2.30
Se -0.40 4.17 5.75
Sb -0.51 1.75 6.22
Se 0.23 -0.04 4.32
Se 0.31 -2.01 3.13
Se -2.90 1.52 6.70
C -3.04 3.89 3.06
C -1.98 3.46 2.11
C -1.62 3.88 0.83
C -0.48 3.14 0.50
N -0.16 2.31 1.49
N -1.08 2.53 2.44
C 0.33 3.26 -0.76
H -3.77 4.53 2.57
H -2.58 4.42 3.90
H -3.55 3.03 3.51
H -2.11 4.64 0.23
H -1.03 2.01 3.30
H -0.18 3.92 -1.46
H 0.50 2.30 -1.24
H 1.31 3.70 -0.55
C 4.50 3.66 4.80
C 3.25 3.61 4.14
C 2.82 2.44 3.59
C 3.56 1.23 3.70
C 3.03 -0.01 3.21
C 3.75 -1.14 3.53
C 4.99 -1.10 4.22
C 5.52 0.09 4.62
C 4.80 1.29 4.40
C 5.26 2.53 4.91
H 4.83 4.59 5.24
H 2.61 4.48 4.12
H 1.86 2.42 3.08
H 3.37 -2.12 3.26
H 5.51 -2.03 4.43
H 6.47 0.13 5.15
H 6.21 2.55 5.43
C -1.66 2.36 -4.61
C -2.73 1.29 -4.40
C -3.31 1.30 -2.99
C -2.31 0.89 -1.91
N -2.06 -0.54 -1.91
C -0.86 -1.12 -2.21
Se 0.65 -0.30 -2.81
N -1.02 -2.46 -2.02
C -0.01 -3.46 -2.35
C 0.05 -3.78 -3.83
C -1.25 -4.33 -4.43
C -2.19 -3.26 -4.97
C -2.29 -2.72 -1.55
C -2.91 -3.89 -1.14
C -4.21 -3.80 -0.66
C -4.86 -2.57 -0.58
C -4.24 -1.40 -0.99
C -2.95 -1.50 -1.47
H -1.40 2.44 -5.67
H -0.75 2.11 -4.07
H -2.01 3.34 -4.28
H -2.30 0.30 -4.61
H -3.55 1.44 -5.11
H -4.18 0.63 -2.95
H -3.67 2.31 -2.75
H -2.67 1.18 -0.92
H -1.36 1.39 -2.06
H -0.23 -4.35 -1.76
H 0.96 -3.07 -2.02
H 0.86 -4.50 -3.96
H 0.34 -2.87 -4.37
H -1.77 -4.93 -3.68
H -0.99 -5.01 -5.25
H -2.58 -2.62 -4.18
H -3.04 -3.71 -5.48
H -1.66 -2.62 -5.69
H -2.40 -4.85 -1.19
H -4.71 -4.70 -0.32
H -5.87 -2.53 -0.19
H -4.74 -0.44 -0.90
C -2.16 -0.45 1.81
C -0.70 -0.33 1.50
O -0.25 -0.56 0.37
H -2.68 0.40 1.36
H -2.33 -0.43 2.89
H -2.56 -1.38 1.40
*
```

Mulliken atomic charges, in units of e: -0.102 -0.297 0.378 -1.000 1.071 -0.297 -0.364 -0.128 0.352 -0.241 -0.768 0.457 0.443 -0.722 0.241 0.041 -0.438 -0.735 -1.263 0.772 -1.627 0.718 0.038 0.822 -1.431 0.382 0.127 0.238 0.464 -0.543 0.389 0.058 0.312 -0.504 -1.183 -0.249 0.299 0.768 -0.703 -1.068 -0.946 1.362 -0.880 0.369 0.379 0.861 0.348 0.390 0.308 0.326 -1.112 -0.053 -0.977 -0.110 1.820 -1.680 -0.079 1.359 -0.402 -0.457 -0.550 -0.882 0.568 -1.034 -0.873 -0.904 -0.665 0.625 0.400 0.140 0.298 -0.068 0.434 0.315 0.562 0.050 -0.545 0.705 -0.714 0.481 0.168 0.224 0.478 -0.027 0.429 0.326 0.446 0.396 0.390 0.472 -1.054 0.637 0.494 0.037 0.471 0.237

Entry 2:
Below is a structure of composition C38H43BiN2O7SSi3, with properties calculated with wB97M-V/def2-TZVPD.

For the electronic energy, the calculation gives -97731.131 eV. As for the orbital gap: 6.05 eV. The relative energy (zero: lowest compared OMol25 entry of this formula, charge and spin) comes out at 0.104 eV.

```
! RIJCOSX wB97M-V def2-TZVPD def2/J DEFGRID3
* xyz -2 1
Bi 0.23 0.76 0.13
O -2.02 3.08 3.68
C -1.27 2.68 2.78
O -1.50 2.50 1.56
C 0.19 2.44 3.18
C 0.65 2.71 4.46
C 2.00 2.56 4.73
C 2.87 2.20 3.71
C 2.33 1.95 2.46
N 1.03 2.05 2.22
C 3.20 1.63 1.25
O 4.41 1.81 1.35
O 2.57 1.24 0.21
H -0.07 3.02 5.20
H 2.39 2.75 5.73
H 3.94 2.10 3.84
C 3.34 -0.27 -2.59
Si 2.45 1.28 -3.11
C 2.68 1.36 -5.00
C 3.38 2.79 -2.50
C 0.71 1.20 -2.60
C 0.04 -0.09 -2.88
C -0.45 -0.48 -4.14
C -1.19 -1.63 -4.28
C -1.46 -2.41 -3.15
C -0.92 -2.01 -1.95
N -0.16 -0.91 -1.83
Si -0.43 2.61 -2.87
C 0.10 4.10 -1.86
C -2.18 2.20 -2.35
C -0.59 3.22 -4.66
H 4.27 -0.42 -3.15
H 2.71 -1.15 -2.74
H 3.59 -0.20 -1.52
H 3.75 1.40 -5.25
H 2.20 2.25 -5.42
H 2.24 0.48 -5.50
H 4.44 2.68 -2.75
H 3.29 2.88 -1.42
H 3.02 3.70 -2.98
H -0.26 0.17 -4.99
H -1.58 -1.92 -5.25
H -2.08 -3.29 -3.20
H -1.12 -2.56 -1.04
H -0.05 3.89 -0.79
H -0.49 4.98 -2.11
H 1.16 4.34 -2.00
H -2.25 1.98 -1.28
H -2.56 1.31 -2.88
H -2.85 3.03 -2.57
H 0.39 3.43 -5.10
H -1.18 4.15 -4.68
H -1.10 2.48 -5.28
C -0.30 -5.82 1.04
C 0.37 -5.21 -0.01
C 0.81 -3.90 0.12
C 0.60 -3.17 1.30
C -0.08 -3.81 2.34
C -0.53 -5.12 2.21
Si 1.21 -1.39 1.53
C 3.11 -1.61 1.53
C 3.83 -1.29 2.69
C 5.21 -1.49 2.77
C 5.90 -2.02 1.69
C 5.20 -2.34 0.53
C 3.83 -2.12 0.45
H -0.66 -6.84 0.94
H 0.55 -5.74 -0.94
H 1.31 -3.43 -0.72
H -0.28 -3.26 3.25
H -1.07 -5.58 3.03
H 1.00 -1.14 2.99
H 3.31 -0.87 3.54
H 5.74 -1.23 3.68
H 6.97 -2.18 1.75
H 5.73 -2.74 -0.33
H 3.33 -2.35 -0.48
C -8.13 0.56 2.77
C -6.74 0.11 2.39
C -6.53 -1.07 1.67
C -5.25 -1.48 1.33
C -4.16 -0.71 1.71
C -4.34 0.47 2.42
C -5.63 0.87 2.75
S -2.51 -1.19 1.22
O -2.59 -2.59 0.84
O -1.64 -0.91 2.35
O -2.20 -0.30 0.08
H -8.88 -0.10 2.33
H -8.32 1.57 2.43
H -8.26 0.55 3.86
H -7.39 -1.67 1.38
H -5.07 -2.40 0.78
H -3.49 1.08 2.70
H -5.77 1.79 3.30
*
```

Mulliken atomic charges, in units of e: 2.060 -0.857 -0.240 -0.441 0.335 -0.597 -0.416 -0.809 0.204 0.211 -0.053 -0.770 -0.648 0.516 0.397 0.539 -0.681 0.610 -1.306 -1.008 1.730 -1.712 -0.476 -0.913 -1.277 -0.252 1.008 0.725 -0.992 -0.937 -1.308 0.578 0.175 -0.205 0.317 0.256 0.291 0.334 0.100 0.310 0.502 0.386 0.505 0.307 0.178 0.387 0.272 0.114 0.267 0.500 0.298 0.382 0.269 -0.465 -0.681 -0.096 0.668 -0.251 -0.659 0.818 0.289 -0.072 -0.708 -0.496 -0.701 0.176 0.339 0.393 0.032 0.318 0.372 -0.558 0.333 0.372 0.330 0.382 0.022 -1.383 1.198 -0.769 -0.578 -0.984 -0.292 -0.801 2.049 -0.827 -0.867 -0.392 0.325 0.321 0.291 0.248 0.466 0.264 0.410

Entry 3:
Below is a structure of composition C38H43ClN3O4PSSiTm, with properties calculated with wB97M-V/def2-TZVPD.

For the electronic energy, the calculation gives -122822.997 eV. As for the orbital gap (alpha / beta): 6.92 / 6.90 eV. The relative energy (zero: lowest compared OMol25 entry of this formula, charge and spin) comes out at 0.000 eV.

```
! RIJCOSX wB97M-V def2-TZVPD def2/J DEFGRID3
* xyz -1 3
Tm -1.40 -0.04 0.88
O -0.61 -0.81 2.81
S -0.26 0.54 3.32
O -1.10 1.00 4.39
O -0.12 1.44 2.16
C 1.39 0.35 3.93
C 1.69 0.45 5.28
C 3.01 0.34 5.68
C 4.00 0.13 4.74
C 3.69 0.01 3.39
C 2.36 0.11 2.97
P 1.91 -0.06 1.17
C 2.99 -1.55 0.90
C 2.57 -2.64 1.67
C 3.20 -3.87 1.56
C 4.24 -4.04 0.66
C 4.65 -2.96 -0.11
C 4.03 -1.73 0.01
C 2.85 1.43 0.60
C 2.73 2.60 1.37
C 3.31 3.78 0.95
C 4.04 3.83 -0.23
C 4.15 2.69 -1.01
C 3.55 1.51 -0.60
H 0.89 0.63 5.99
H 3.26 0.41 6.73
H 5.04 0.05 5.05
H 4.47 -0.15 2.66
H 1.74 -2.52 2.36
H 2.86 -4.70 2.17
H 4.73 -5.00 0.56
H 5.47 -3.08 -0.82
H 4.38 -0.91 -0.60
H 2.15 2.59 2.28
H 3.18 4.68 1.54
H 4.49 4.76 -0.56
H 4.69 2.71 -1.94
H 3.60 0.66 -1.26
Cl -0.63 -2.86 0.59
C -2.09 -3.30 -0.29
C -1.99 -4.24 -1.30
C -3.12 -4.54 -2.05
C -4.31 -3.87 -1.78
C -4.38 -2.94 -0.76
C -3.27 -2.62 0.05
C -3.32 -1.66 1.12
H -1.04 -4.71 -1.50
H -3.06 -5.28 -2.84
H -5.19 -4.09 -2.36
H -5.31 -2.43 -0.57
H -2.83 -2.00 2.04
H -4.33 -1.31 1.33
C 0.04 2.23 -1.91
Si -0.86 0.52 -1.80
C 0.31 -0.58 -2.97
C -0.39 -1.82 -3.55
C 1.44 -1.09 -2.08
C 0.93 0.21 -4.13
C -2.57 0.89 -2.70
C -2.46 1.90 -3.84
C -3.49 1.48 -1.62
C -3.25 -0.38 -3.23
H 0.17 2.57 -2.94
H 1.03 2.19 -1.44
H -0.54 2.99 -1.37
H -1.01 -2.32 -2.81
H 0.35 -2.54 -3.91
H -1.03 -1.55 -4.40
H 1.07 -1.78 -1.32
H 1.93 -0.26 -1.57
H 2.20 -1.62 -2.68
H 0.16 0.66 -4.75
H 1.53 -0.46 -4.76
H 1.58 1.00 -3.75
H -2.10 2.86 -3.47
H -3.45 2.07 -4.29
H -1.79 1.55 -4.62
H -3.07 2.38 -1.18
H -3.66 0.75 -0.81
H -4.47 1.74 -2.04
H -2.79 -0.73 -4.15
H -4.31 -0.17 -3.45
H -3.22 -1.20 -2.50
N -3.91 2.01 3.71
C -3.16 2.31 2.61
O -2.82 1.34 1.86
C -2.91 3.67 2.33
C -3.29 4.66 3.25
N -3.63 5.44 4.04
C -2.19 4.06 1.18
N -1.63 4.42 0.24
H -3.72 1.08 4.07
H -3.95 2.72 4.42
*
```

Mulliken atomic charges, in units of e: -0.330 -0.528 1.811 -0.816 -0.314 0.243 -0.452 -0.711 -0.739 -0.553 -0.968 1.948 0.398 -0.681 -0.801 -0.591 -0.792 0.091 0.773 -0.492 -0.800 -0.597 -1.025 -0.188 0.587 0.392 0.417 0.438 0.348 0.437 0.362 0.441 0.219 0.230 0.425 0.375 0.405 0.112 0.031 0.908 -0.890 -0.392 -0.619 -0.722 0.758 -1.705 0.410 0.366 0.363 0.325 0.545 0.399 -1.103 1.244 2.728 -2.031 -1.291 -2.075 2.826 -1.887 -1.946 -2.262 0.396 -0.109 0.285 0.322 0.504 0.388 0.242 -0.725 0.614 0.309 0.481 0.297 0.317 0.503 0.308 0.228 0.267 0.594 0.313 0.542 0.414 -0.478 0.756 0.025 0.279 -0.581 -0.636 0.271 -0.712 0.284 0.247

Entry 4:
Below is a structure of composition C38H43GaN2P2Si2, with properties calculated with wB97M-V/def2-TZVPD.

For the electronic energy, the calculation gives -129794.747 eV. As for the orbital gap: 4.09 eV.

```
! RIJCOSX wB97M-V def2-TZVPD def2/J DEFGRID3
* xyz -2 1
Ga 1.41 -0.27 -1.03
C 2.18 4.56 -0.23
Si 0.98 3.24 0.39
C -0.19 4.08 1.61
C 1.98 1.98 1.36
N 0.15 2.60 -0.93
P -0.91 1.49 -1.21
C -0.52 -0.15 -0.80
P -1.18 -1.16 0.41
N -1.15 -0.83 1.94
Si -0.23 -1.12 3.32
C -1.05 -2.40 4.46
C -0.14 0.45 4.37
C 1.52 -1.74 3.01
C -0.52 -2.84 0.08
C 0.28 -3.17 -1.01
C 0.80 -4.45 -1.16
C 0.48 -5.43 -0.24
C -0.36 -5.14 0.83
C -0.85 -3.85 0.99
C -2.95 -1.46 0.00
C -3.91 -1.52 1.00
C -5.24 -1.78 0.69
C -5.62 -1.98 -0.63
C -4.67 -1.94 -1.63
C -3.34 -1.68 -1.32
C -2.55 2.04 -0.57
C -2.96 1.72 0.72
C -4.14 2.24 1.24
C -4.91 3.11 0.48
C -4.49 3.47 -0.79
C -3.32 2.94 -1.31
C -1.18 1.50 -3.02
C -2.28 0.89 -3.61
C -2.43 0.87 -4.99
C -1.46 1.45 -5.80
C -0.35 2.05 -5.22
C -0.21 2.08 -3.84
H 2.63 5.11 0.60
H 2.97 4.09 -0.82
H 1.66 5.27 -0.87
H 0.36 4.63 2.39
H -0.85 4.79 1.09
H -0.82 3.34 2.11
H 2.50 2.46 2.20
H 1.32 1.21 1.78
H 2.73 1.48 0.74
H -2.11 -2.16 4.60
H -0.98 -3.41 4.06
H -0.57 -2.40 5.45
H -1.16 0.83 4.55
H 0.33 0.26 5.33
H 0.41 1.24 3.86
H 1.50 -2.72 2.51
H 2.09 -1.07 2.36
H 2.06 -1.85 3.96
H 0.52 -2.42 -1.76
H 1.46 -4.66 -1.99
H 0.89 -6.43 -0.35
H -0.61 -5.91 1.55
H -1.48 -3.61 1.83
H -3.59 -1.34 2.02
H -5.98 -1.81 1.48
H -6.66 -2.17 -0.87
H -4.96 -2.10 -2.67
H -2.58 -1.64 -2.10
H -2.35 1.06 1.33
H -4.44 1.96 2.24
H -5.83 3.51 0.89
H -5.08 4.16 -1.38
H -2.99 3.24 -2.30
H -3.04 0.43 -2.98
H -3.30 0.40 -5.44
H -1.56 1.43 -6.88
H 0.42 2.49 -5.85
H 0.64 2.55 -3.36
C 3.08 -0.88 -1.17
C 3.50 -1.87 -2.09
C 2.97 -2.12 -3.40
C 3.42 -3.14 -4.21
C 4.44 -4.01 -3.81
C 4.99 -3.80 -2.54
C 4.55 -2.78 -1.72
H 2.17 -1.47 -3.75
H 2.96 -3.27 -5.19
H 4.79 -4.80 -4.46
H 5.78 -4.45 -2.19
H 4.99 -2.65 -0.74
*
```

Mulliken atomic charges, in units of e: 1.752 -1.091 -0.027 -1.041 -0.575 0.110 0.447 -0.391 -0.444 0.336 0.352 -1.352 -1.198 -0.919 0.471 -0.521 -0.656 -0.514 -0.815 -0.405 1.058 -0.551 -0.547 -0.560 -0.504 -0.848 0.646 -0.237 -1.026 -0.568 -0.647 -0.846 -0.291 -0.225 -0.896 -0.459 -0.673 -0.508 0.283 0.258 0.273 0.371 0.309 0.190 0.530 -0.320 0.282 0.320 0.299 0.369 0.282 0.334 0.266 0.275 0.270 0.433 0.329 0.323 0.385 0.364 0.503 0.327 0.398 0.365 0.420 0.652 0.754 0.420 0.359 0.398 0.447 0.552 0.393 0.350 0.377 0.387 -1.762 1.068 -0.242 -0.516 -0.503 -0.277 -0.723 0.333 0.312 0.339 0.301 0.305

Entry 5:
Below is a structure of composition C38H43N5NiO4P2, with properties calculated with wB97M-V/def2-TZVPD.

For the electronic energy, the calculation gives -115355.254 eV. As for the orbital gap (alpha / beta): 8.38 / 8.24 eV. The relative energy (zero: lowest compared OMol25 entry of this formula, charge and spin) comes out at 0.073 eV.

```
! RIJCOSX wB97M-V def2-TZVPD def2/J DEFGRID3
* xyz 2 3
Ni 0.27 -0.67 0.17
C 4.24 -4.40 0.52
N 3.75 -3.05 0.70
C 4.78 -2.09 1.05
C 2.49 -2.64 0.55
O 2.17 -1.46 0.70
C 1.43 -3.68 0.13
O 0.15 -3.08 0.07
C -0.85 -3.61 0.92
C -1.24 -2.56 1.97
O -0.98 -1.37 1.75
N -1.85 -2.98 3.07
C -2.18 -2.02 4.11
C -2.27 -4.36 3.27
H 4.47 -4.86 1.48
H 3.54 -5.03 -0.02
H 5.17 -4.35 -0.06
H 5.41 -2.48 1.84
H 5.40 -1.87 0.17
H 4.31 -1.16 1.39
H 1.67 -4.01 -0.89
H 1.45 -4.54 0.80
H -1.74 -3.80 0.30
H -0.54 -4.55 1.38
H -1.51 -1.16 4.03
H -3.21 -1.67 4.00
H -2.06 -2.48 5.08
H -2.84 -4.72 2.43
H -1.41 -5.01 3.43
H -2.90 -4.41 4.16
N -1.19 1.72 0.79
P 0.12 1.20 1.76
C 1.44 2.44 1.52
C 2.70 2.01 1.13
C 3.71 2.94 0.89
C 3.44 4.29 1.03
C 2.19 4.72 1.43
C 1.18 3.80 1.68
C -0.52 1.57 3.41
C 0.36 1.76 4.47
C -0.13 2.12 5.71
C -1.50 2.30 5.90
C -2.38 2.08 4.85
C -1.89 1.70 3.61
P -1.05 0.99 -0.75
C -0.31 2.31 -1.76
C 1.07 2.38 -1.86
C 1.67 3.42 -2.54
C 0.88 4.40 -3.12
C -0.50 4.35 -3.01
C -1.10 3.31 -2.33
C -2.73 0.81 -1.39
C -2.93 0.79 -2.77
C -4.19 0.56 -3.28
C -5.26 0.36 -2.42
C -5.06 0.37 -1.05
C -3.79 0.55 -0.53
H -1.53 2.68 0.87
H 2.88 0.95 1.02
H 4.69 2.60 0.60
H 4.22 5.01 0.83
H 1.99 5.77 1.56
H 0.21 4.13 2.02
H 1.42 1.63 4.32
H 0.55 2.28 6.54
H -1.87 2.60 6.87
H -3.44 2.21 5.00
H -2.57 1.52 2.80
H 1.67 1.60 -1.39
H 2.75 3.47 -2.61
H 1.35 5.21 -3.67
H -1.11 5.12 -3.44
H -2.18 3.27 -2.24
H -2.10 0.96 -3.44
H -4.34 0.55 -4.35
H -6.25 0.19 -2.82
H -5.90 0.22 -0.38
H -3.62 0.52 0.54
N 0.59 -1.32 -7.13
C -0.33 -1.01 -6.20
O -1.42 -0.56 -6.45
C 0.08 -1.19 -4.76
C -0.88 -1.67 -3.87
C -0.60 -1.62 -2.52
N 0.54 -1.15 -2.02
C 1.48 -0.74 -2.88
C 1.28 -0.73 -4.25
H 0.34 -1.22 -8.10
H 1.46 -1.78 -6.91
H -1.82 -2.03 -4.24
H -1.34 -1.95 -1.79
H 2.41 -0.40 -2.46
H 2.05 -0.34 -4.91
*
```

Mulliken atomic charges, in units of e: 2.961 -1.088 0.118 -1.051 0.752 -0.918 -1.227 -0.175 -1.364 0.548 -0.500 0.126 -0.862 -1.042 0.316 0.453 0.368 0.386 0.346 0.250 0.470 0.631 0.391 0.491 0.130 0.318 0.503 0.361 0.305 0.444 0.266 0.881 0.737 -0.435 -0.574 -0.625 -0.765 -0.815 0.238 -0.864 -0.648 -0.548 -0.782 -0.217 0.591 0.747 0.034 -1.173 -0.809 -0.848 -0.629 0.595 -0.745 -0.913 -0.690 -0.665 -0.533 0.497 0.157 0.466 0.440 0.461 0.398 0.434 0.442 0.425 0.454 0.327 0.215 0.509 0.465 0.487 0.567 0.738 0.520 0.430 0.459 0.232 -0.342 0.002 -0.580 0.553 -0.718 -0.550 0.261 -0.642 -0.817 0.273 0.194 0.535 0.378 0.576 0.503